[1]
79
Properties=species:S:1:pos:R:3 method="wB97M-V/def2-TZVPD" gap_ev=5.52 spin_multiplicity=1 max_force_ev_per_a=3.363 e_homo_ev=-5.957 total_charge=0
C 1.9317 3.5020 -5.8258
H 0.2902 1.7162 -3.7522
H 0.1689 -4.4432 -1.1654
H -3.3102 0.0500 4.5116
H -1.1430 2.5031 -4.4568
C -0.2921 -1.0332 3.2538
C -0.4854 2.8205 -7.5663
Si 0.6271 2.1938 -6.1798
Si 3.7640 0.9546 0.1014
C 2.7965 -0.1402 -1.0322
H 1.3288 -3.4329 -0.2663
H -1.2307 2.0638 -7.8494
H -0.0572 -1.7696 5.2416
H -3.3334 1.5367 -5.5178
C 0.3809 -2.4309 -1.9493
C -1.5520 -0.3787 3.3726
H -2.0634 -3.7783 -2.3481
H 1.8996 0.7036 -7.7393
C 0.5039 -1.7094 4.2993
C 5.2000 0.0478 0.9237
H 0.7942 -2.7252 3.9894
H 4.8795 -0.4853 1.8301
H -4.1286 0.5537 -6.7974
H 0.6992 -0.2103 -6.7940
H -1.0256 3.7311 -7.2719
H 6.0197 0.7194 1.2160
H 2.7132 -1.2083 -0.7754
C -3.8834 -2.3035 -6.6457
H -2.2327 -1.8468 0.0676
O 1.2758 -1.5857 1.6794
H 3.4415 2.2584 2.1620
H 5.2314 2.9567 -0.3543
H -0.8821 0.7769 -4.7265
H 2.2884 0.9201 2.2005
H 4.7335 2.1505 -1.8580
H -2.4609 -1.4583 4.9680
N -1.9473 0.2372 2.2492
H -5.4286 -0.6643 -5.0381
H 2.9088 -0.0716 -2.1253
C -4.9634 0.3052 -4.8260
H 1.4432 -1.1651 4.4965
H -0.1483 -2.6846 -2.8758
H -3.6559 -3.1635 -7.2803
H 1.7255 -4.0690 -1.8796
H -3.5714 0.9444 1.5248
C -2.5773 -3.0142 -1.7488
C 2.7408 1.6773 1.5392
H 3.5946 3.1984 -0.9872
N 0.1991 -0.9401 1.9881
C -3.7815 0.5590 -5.7479
C -0.3651 1.7524 -4.6379
C 0.9270 -3.6605 -1.2580
H -2.3977 -1.0058 -7.5114
C 1.4451 0.5957 -6.7456
C -1.6994 -2.5047 -0.6274
H -4.7038 -1.7535 -7.1193
H 2.2304 0.2913 -6.0406
H -1.7699 0.0992 5.4315
Ba 0.1423 0.4717 -0.0460
H -1.2685 -3.3301 -0.0438
H -4.6613 0.3373 -3.7729
C 4.3934 2.4525 -0.8570
C -2.3267 -0.4189 4.6376
H 0.1054 3.0597 -8.4628
H -5.7145 1.0833 -4.9872
H -3.4428 -3.4994 -1.2957
H -1.7834 -2.0517 -6.1981
H -4.2178 -2.6883 -5.6758
C -2.6355 -1.4447 -6.5277
H 2.6770 3.5446 -6.6327
H 2.4667 3.2921 -4.8899
H 1.1809 -1.7074 -2.1614
O -2.7130 -0.3880 -5.5599
H 1.4819 4.5005 -5.7374
H -2.9320 -2.2120 -2.4129
O -0.5785 -1.7072 -1.1246
H 1.9595 2.3943 1.2304
O -3.2260 0.8224 2.4296
H 5.6196 -0.7036 0.2361

[2]
79
Properties=species:S:1:pos:R:3 method="wB97M-V/def2-TZVPD" gap_ev="7.42 / 7.37" spin_multiplicity=1 max_force_ev_per_a=4.958 e_homo_ev="-9.955 / -9.970" total_charge=+1
O 0.7918 2.1979 -1.7704
N 0.2530 -2.9837 2.8276
C -1.8347 -1.4235 5.0743
O -0.5385 -3.8709 3.2924
H -0.3518 2.0605 -4.0248
C 3.2562 -0.5960 -3.4110
H -0.1865 2.3056 0.7134
H -3.9747 -2.2668 1.7595
C 1.5264 2.2352 -5.1169
H 3.2499 2.1277 -2.9713
H -0.5904 0.1903 2.7405
H 3.9069 0.1551 -3.8504
H -1.9436 1.6366 -2.9451
H 2.5259 -2.9879 5.2909
H 1.0953 2.9009 -5.8793
N 1.4481 -0.9387 1.9689
H 0.7163 1.3732 -2.3048
C 2.1562 2.2364 -1.0856
C -2.6099 0.8972 -2.4689
H -2.8343 -3.3278 2.6723
H 2.8734 0.2550 4.3062
H -1.0896 -1.2543 -4.2666
C 1.9615 -1.3975 3.1444
H 2.0428 2.8520 -4.3603
C -1.3962 -1.8131 -3.3708
H 0.0932 0.7226 -5.1630
O 2.2222 0.1861 1.5299
H -2.3006 -2.3600 -3.6610
H -1.8982 0.4739 1.5724
C 1.5035 -3.1487 4.9346
H 4.0807 2.9775 -1.6732
C 3.0842 2.8232 -2.1218
C 1.8062 -0.4569 -3.9152
H 1.9204 2.8497 -0.2632
H 0.5488 4.1845 -1.4952
H -4.3321 -2.7467 3.4275
H -0.6248 -2.5622 -3.1529
H 0.8580 -0.8199 -1.2024
C -3.5235 -2.4772 2.7402
C -0.1957 3.2988 0.2712
H -3.5629 1.1262 4.4494
H -4.2919 0.8006 2.8579
H 1.9322 -0.2543 -4.9843
H -0.0196 0.5114 -0.2124
C -0.1649 -0.3223 -1.0154
H 0.5314 3.9207 0.7914
H -3.4582 -1.0062 -0.0845
H 3.2672 -0.5524 -2.3202
H 2.2007 1.5715 -5.6698
C -3.0694 -1.5973 -0.9211
C 1.2881 -2.5441 3.6162
Si -2.6595 -0.9751 3.4492
H 3.3686 -1.3534 4.7349
H 3.6216 -1.5573 -3.8025
H -1.1625 3.7686 0.4761
Si -1.6960 -0.6547 -1.8952
H -3.8828 -1.8354 -1.5942
O 1.0558 0.6173 -3.3486
H 2.8365 3.8083 -2.5475
H -3.1132 1.4020 -1.6267
H -2.5351 -1.1937 5.8904
H -4.8431 -0.0919 4.2910
C -3.9618 0.3404 3.7953
C -1.4359 -0.2934 2.2125
C 3.1048 -0.7326 3.8839
H 1.3294 -4.2398 4.8905
H 2.7950 0.3244 2.3170
H -0.9171 -0.8486 5.2506
C 0.4504 1.4149 -4.4181
H 2.3966 1.2619 -0.7146
H 1.1980 -1.3707 -3.7747
H 0.8464 -2.6956 5.7040
H -0.9930 3.2912 -1.7670
H -3.3764 0.6611 -3.2208
H 4.0510 -0.6105 3.3137
Bi -0.4921 -1.8586 0.8604
H -1.5925 -2.4968 5.1175
C -0.0538 3.3064 -1.2373
H -2.6882 -2.5501 -0.5393

[3]
92
Properties=species:S:1:pos:R:3 method="wB97M-V/def2-TZVPD" gap_ev=5.89 spin_multiplicity=1 max_force_ev_per_a=4.917 e_homo_ev=-7.024 total_charge=0
C 11.1518 17.0685 -13.7258
C 9.6760 16.7225 -31.1720
O -0.6417 12.3984 -22.5607
H 2.1028 12.9537 -17.4959
H 10.4789 15.5840 -29.6992
C 1.8777 12.7593 -19.6549
C 11.2598 16.4633 -27.0679
O 10.0983 18.8559 -27.1649
H 3.6255 19.9526 -27.1220
H 0.7862 24.3430 -27.7652
H 3.5376 20.5527 -16.7282
H 5.0307 21.9191 -18.1623
C 9.4423 15.6148 -12.5357
H 11.4775 15.6708 -27.7839
C 3.9750 22.1200 -17.9802
H 10.3370 16.1251 -31.8000
H 2.4031 21.9196 -16.5488
C 8.6740 17.3034 -14.2612
H 1.3300 23.6636 -19.5512
O 3.6649 23.5090 -18.0071
O 3.5200 25.7430 -19.2264
C 9.5583 16.1511 -29.8372
O 7.2218 19.0331 -21.6475
C 1.2110 14.1972 -22.5138
C 9.9874 15.1371 -14.8265
C 0.0171 23.7499 -27.2704
H 10.5528 16.2147 -26.2764
H 7.8177 14.3006 -14.9034
H 9.0104 13.1174 -14.6450
O 6.6696 17.1546 -22.8340
H 12.6772 19.6727 -11.9519
H -0.2865 21.6318 -26.6559
O 4.1595 22.5320 -26.1503
H 3.8376 20.5825 -28.7236
H 7.5171 14.5415 -12.8113
H 11.8645 16.3112 -13.3990
C 3.4518 21.6353 -16.6348
H 3.3133 21.7042 -18.7400
H 12.1604 16.9077 -26.6442
H 10.3858 15.4351 -12.0203
H -0.1387 24.2082 -26.2938
H 2.5602 11.9227 -19.8045
H 8.8937 16.3976 -12.0118
H 7.7766 16.6911 -14.3490
H 2.1730 20.2926 -28.1145
C 0.4299 22.2665 -27.1775
C 8.7976 14.1675 -14.4448
H 13.1387 18.9754 -13.4417
H -0.8472 23.8888 -27.9199
O 1.6299 22.2362 -26.4289
H 2.1015 24.2393 -21.1158
H 0.4107 14.7325 -23.0248
H 10.1072 15.4792 -15.8545
S 10.5820 17.8247 -28.0689
H 8.7156 16.8510 -31.6712
C 1.3227 12.9810 -18.2567
H 0.6034 13.7940 -18.1586
O 9.2677 17.0351 -28.7619
H 8.9287 13.6100 -12.3045
N 9.7739 16.3575 -13.8692
H 1.3759 14.7758 -21.6049
O 4.9715 18.5641 -22.1917
S 3.7603 24.2781 -19.4939
C 8.5830 14.3906 -12.9822
H 10.9388 14.6991 -14.5249
C 11.1722 18.3041 -12.8365
S 0.7370 12.5034 -22.0947
C 2.1885 23.6224 -20.2214
H 8.7973 15.3802 -29.9586
O 0.6671 12.6246 -20.4252
H 4.0166 22.0101 -15.7812
O 3.0629 23.1658 -28.3617
H 0.6959 21.7745 -28.1131
H 13.0396 17.9369 -11.9965
H 10.6291 19.1416 -13.2744
H 10.2312 17.6594 -31.1270
H 2.0856 14.1817 -23.1642
C 3.1789 20.6233 -27.8561
O 1.8133 11.5778 -22.3749
S 3.1332 22.2952 -27.2299
C 12.5706 18.7592 -12.5369
O 11.5803 18.1846 -29.1147
H 10.4968 18.2038 -11.9869
H 0.8478 12.0312 -18.0108
H 8.9429 17.6957 -15.2419
H 8.6071 18.1742 -13.6091
O 6.2344 17.3449 -20.5232
Cl 6.2140 18.0008 -21.7859
H 11.4622 17.3669 -14.7272
O 4.8806 23.7843 -20.2699
H 2.5205 13.5830 -19.9653
H 2.2998 22.6151 -20.6227

[4]
81
Properties=species:S:1:pos:R:3 method="wB97M-V/def2-TZVPD" gap_ev="6.11 / 5.74" spin_multiplicity=4 max_force_ev_per_a=2.603 e_homo_ev="-8.647 / -10.544" total_charge=+1
H -3.3562 0.0414 3.1443
C -2.7688 1.6727 0.2088
H -1.5086 -4.1681 5.1616
H -0.7560 -3.6401 -1.1014
H 0.7193 2.0742 7.0337
H 3.0377 2.0073 -0.8153
Te -0.2682 -1.0426 1.7218
Si 0.0485 -2.2528 5.1770
H -2.9914 0.9265 -2.6635
N 0.2780 1.1557 -1.9457
H 2.9148 3.1400 4.3841
H -1.1509 1.3388 7.3515
H 1.4777 -4.2418 4.8503
H 2.6414 2.6063 -3.8164
H -2.9144 1.3920 7.1636
H -0.9037 -2.2636 -2.3661
H -2.4143 -2.6681 5.3476
H 3.1318 0.7366 1.5779
C -0.8430 1.3879 -2.6966
H 0.3216 -3.1908 7.4418
H 2.4677 -2.7769 4.7615
H -2.3319 -2.0878 -3.5238
H -3.6314 -0.8247 4.6863
C -1.5832 -3.1331 4.8032
H -1.5731 2.0650 -4.5824
H -4.2980 0.8027 4.4594
H 2.4690 1.9118 7.2330
H 4.2356 0.6535 5.1870
C -0.7035 2.0661 -3.9262
C 0.2636 -2.1613 7.0586
C -3.2582 -1.1218 -0.3628
C 1.4965 1.5619 -2.3411
H 3.5767 -1.4167 -1.8196
C 3.2998 -0.1665 0.9778
H -0.5817 -1.6583 7.5409
Si -1.9028 0.9566 4.9671
P -2.0245 0.1865 -0.5454
P 2.1585 -0.2234 -0.3839
H 2.7522 -2.5536 -0.6631
H 1.4185 0.4895 7.4589
C 2.6199 -1.6943 -1.3457
H 3.1977 -1.0557 1.6098
H -2.8028 1.5709 1.3085
C -1.7872 2.7695 4.4589
C -2.0019 0.8613 6.8563
C 0.5362 2.5037 -4.3386
H -2.0720 -0.1752 7.2049
H -3.7983 1.7363 -0.2106
H -0.1276 -1.7579 -0.7734
H -0.9929 3.2876 5.0085
O -0.3299 -2.7855 -1.4798
H -1.6184 2.8651 3.3795
H 1.1893 -1.6418 7.3320
C -2.0046 0.5819 -2.3204
H -1.7916 -3.1442 3.7260
H 3.5097 0.8324 -2.0722
H 1.1507 3.3565 4.3704
H 1.4515 -3.2537 3.3645
C 3.4005 0.0239 4.8555
H 1.9596 2.5107 3.0157
Co 0.0932 -0.0806 -0.3798
H 3.5773 -0.2815 3.8191
H -3.5328 -1.2683 0.6829
C 1.5663 1.4010 6.8694
H 4.2980 -0.1346 0.5151
H -1.7686 -0.5246 -2.9316
C 1.5099 -3.2162 4.4589
C 2.6631 1.1901 -1.4639
Si 1.8256 1.0427 5.0282
H -2.7384 3.2535 4.7114
Si 0.0028 -0.1373 4.1107
H 1.8455 -1.9283 -2.0950
C 1.9636 2.6728 4.0997
H 3.3712 -0.8563 5.5074
C -3.4406 0.1551 4.2322
C 1.6497 2.2644 -3.5405
H -4.1278 -0.7700 -0.9377
H 0.6446 3.0231 -5.2772
H -2.1540 2.5552 -0.0614
O -1.4794 -1.6409 -3.3502
H -2.8638 -2.0545 -0.7739

[5]
79
Properties=species:S:1:pos:R:3 method="wB97M-V/def2-TZVPD" gap_ev="7.79 / 5.93" spin_multiplicity=2 max_force_ev_per_a=3.209 e_homo_ev="-7.420 / -7.338" total_charge=0
H 2.0797 -0.3124 -6.1362
C -0.1524 -2.8031 -1.8282
C 2.1203 1.0571 -4.4485
H -2.6248 -0.7238 -3.9810
H 0.9019 -3.1658 2.9833
O -0.0406 2.2037 1.9878
C 3.2789 0.1894 2.5310
H 1.0478 3.3134 -3.7070
H 1.9441 -1.4256 -0.4611
H 0.8416 -2.9391 -1.2368
O 0.7290 1.3502 -4.4895
C 2.6688 0.5340 -5.7576
C -1.7124 -0.8989 -2.0884
H -2.7786 0.6473 3.7357
H -2.6817 -1.1757 -1.5496
H -1.2013 -4.0887 -0.4345
H 0.4248 2.0530 -2.6033
H 2.2157 0.2704 -3.6939
H 2.6571 -0.6105 2.9617
H -1.6888 1.5792 0.3640
H 4.3428 -0.0749 2.6657
C 0.3787 2.4265 -3.6371
H -1.6031 0.1735 -1.8539
H -0.8204 -0.6671 -4.0012
H 2.1472 2.7739 1.0194
H 2.6660 1.3022 -6.5380
H -3.1565 2.2723 1.0404
H -4.8514 -1.9243 0.8047
N -0.0225 1.0465 2.5294
C 1.6346 -0.4233 -0.2630
Cu -0.3141 -0.5078 1.5841
H 3.8377 2.7352 0.4467
H -4.3919 1.1203 3.1613
N 0.5618 -1.2715 3.2726
H -1.7004 -2.2302 -3.7089
C 0.0078 2.0998 4.7564
C -3.6507 0.3098 3.1627
H -3.2238 1.4242 -0.5252
H 0.4108 1.8495 5.7551
O -0.7287 -1.5983 -1.3414
C -2.0513 -1.5680 1.4406
Si 2.9227 0.4149 0.6932
C -1.0326 2.8630 -3.9511
H -4.6495 -0.8137 -0.5317
C 4.4382 -0.2771 -0.1902
C -1.7305 -1.1532 -3.5471
H 1.3642 0.2122 -1.0755
C 2.8447 2.2701 0.3360
H -2.0027 -3.8439 -2.0039
C -2.7679 1.4144 0.4740
H -1.1852 3.0627 -5.0144
H 0.5301 -1.9262 5.7658
H -0.5919 -4.8953 -1.8939
H 2.7630 1.9184 -4.1440
H 3.6771 0.2122 -5.6267
C -4.7175 -0.8771 0.5472
Si -3.2791 -0.1395 1.3863
H -0.1950 -0.3871 6.3117
H -4.0868 -0.5539 3.6825
H -5.6098 -0.3445 0.8547
C 0.3905 -0.4176 4.2776
H 4.4548 -0.0082 -1.2501
H -1.8115 -2.0275 2.4331
H -1.7444 2.0914 -3.6541
H 0.1379 -2.7617 -2.8601
H -1.9665 -2.2920 0.6034
C 0.5705 -0.8359 5.6817
H -1.2789 3.7860 -3.4094
O 0.7907 -2.5852 3.7499
C -1.0137 -3.9707 -1.5062
H 4.4611 -1.3703 -0.1294
H 0.5698 2.9433 4.3181
H 3.1022 1.1211 3.0897
C 0.1027 0.9111 3.8722
H 2.5034 2.4395 -0.6952
H 0.6836 -0.5015 0.3196
H -1.0563 2.3994 4.8620
H 5.3686 0.0855 0.2480
H 1.5422 -0.4857 6.0578

[6]
90
Properties=species:S:1:pos:R:3 method="wB97M-V/def2-TZVPD" gap_ev=7.15 spin_multiplicity=1 max_force_ev_per_a=12.136 e_homo_ev=-8.995 total_charge=0
C -2.2539 -3.7022 2.1426
O 2.6744 -8.4728 2.0189
H -4.8460 2.4331 -1.0729
O -0.8874 6.4028 -1.6809
H 6.8591 2.1340 0.2851
H 4.1003 2.3691 2.4657
C 1.0701 -9.7999 0.7895
H -1.7553 7.7321 -2.9503
C 6.2058 2.3153 1.1386
C 0.0208 5.3149 -1.6705
H -0.5521 -2.4136 2.3310
H 3.9610 0.7266 1.9390
C 3.7355 -9.1738 2.5746
H 1.0365 5.6588 -1.8655
H -4.0802 9.1085 1.4264
H -1.8045 5.1372 -6.6160
C -2.4699 -5.3894 0.4831
H -6.1673 5.4160 -0.4003
H -3.8469 5.4560 1.2101
S 0.5105 -3.0657 -3.9621
H -2.9667 4.2873 -5.6259
C -1.2547 -2.8744 3.0253
H 2.9624 1.8787 1.1700
H -3.6472 3.2797 -0.2925
H 4.4613 -8.4142 2.8649
O -1.1415 -1.2149 -2.4139
H 0.0312 4.8277 -0.6955
C -3.9643 8.0730 1.7465
C -5.8018 5.0240 0.5488
H -2.9011 5.7756 -3.5670
F 0.8327 0.0191 -2.1894
H 1.9642 -10.4035 0.6337
H 6.2616 6.2468 2.1208
C 1.4405 -9.2160 2.1443
C -1.9016 4.4824 -5.7500
H -2.7788 -4.2612 2.9172
O 0.6655 -2.9754 -5.3850
C -4.8129 5.9580 1.2643
H 0.5995 -8.2991 -2.1406
H -0.2484 -4.6549 5.4483
H 1.2428 -9.9609 -1.9460
C 0.7957 -9.1075 -1.4362
C 3.9664 1.7543 1.5756
H 3.4547 -9.6463 3.5158
H 1.3360 -9.9385 2.9537
F 1.5936 -4.2708 -3.8905
H -4.2563 8.0685 2.7967
H -2.8576 -2.9976 1.5706
O 1.1806 -8.7459 -0.1268
S 0.0663 -0.9833 -3.2150
O -0.4794 -3.6544 3.8302
H -5.0640 5.9753 2.3249
H -1.7371 -2.0694 3.5799
N 1.2067 -2.1576 -3.0342
H 0.6365 -8.4904 2.2674
H 4.7463 6.0119 1.4950
C -1.9919 6.0775 -4.0868
H 5.8763 6.6815 0.3425
O 6.1430 4.6698 0.5949
H -2.4835 6.6046 -4.9045
C 6.4011 3.7536 1.6309
H -1.3937 -3.2571 5.5941
C -1.0919 -4.1243 5.0066
C -1.1462 6.8312 -3.0245
H -2.0761 -6.0270 -0.3084
O -4.7430 7.3288 0.8130
O -0.0711 -0.1982 -4.4460
O -1.6045 -4.6600 1.2927
H -0.1524 7.1686 -3.3188
H 7.4286 3.8871 1.9692
H -0.2840 4.5189 -2.3500
H -1.4286 3.5258 -5.9723
C -4.6873 3.4001 -0.5955
H 6.3160 1.5191 1.8749
H -2.9113 7.8216 1.8732
O -1.3142 4.9171 -4.5757
H -1.9168 -4.8098 4.8126
H -3.0741 -6.0034 1.1509
H 0.1577 -10.3881 0.6908
H 4.2799 -9.9306 2.0098
C 5.7879 5.9835 1.1751
K 4.9993 -1.4028 -2.3211
H 5.8210 3.9392 2.5349
H -4.6924 3.8995 -1.5643
H -3.1078 -4.7200 -0.0940
H -0.2615 -9.3609 -1.3567
O 4.9273 1.8894 0.6556
O -0.5912 -3.7582 -3.4165
O -5.5550 3.6415 0.4795
H -6.7015 5.0688 1.1625